1.
Formula: C2H3N2O2P
Source: OMol25
Level of theory: wB97M-V/def2-TZVPD

CARTESIAN COORDINATES (ANGSTROEM)
P -0.328 -0.111 -1.216
O 3.557 -0.110 1.110
O -0.832 -0.486 0.424
N -0.419 1.830 0.924
N 1.967 1.400 0.449
C -0.584 0.799 0.315
C 2.873 0.677 0.692
H -0.301 1.895 1.909
H 1.845 2.251 0.078
H -1.580 0.200 -1.863

Forces on the atoms, in the same order (eV/Å):
-0.3 0.3 -0.5
3.5 -3.6 1.3
-0.3 -1.1 0.6
-0.2 2.2 0.2
0.3 -2.1 0.5
-0.1 -0.7 -1.6
-2.0 2.2 -0.4
-0.5 -0.4 1.0
-0.5 3.3 -1.5
0.1 -0.3 0.5

Calculated values
Energy relative to the best compared isomer or geometry (same formula, charge and spin) in eV: 3.097
Structure (SMILES): [H]/N=C1\OP1.N=C=O
Gap between HOMO and LUMO in eV: 9.5
HOMO in hartree: -0.3472
E_LUMO in eV: 0.10



2.
Formula: C2H3N2O2S
Source: OMol25
Level of theory: wB97M-V/def2-TZVPD

CARTESIAN COORDINATES (ANGSTROEM)
S 0.089 1.118 2.342
O 1.084 0.060 2.425
O -1.067 0.813 3.198
N -1.181 2.991 -0.847
N 0.763 0.328 -0.074
C -0.439 0.841 0.358
C -0.924 1.986 -0.332
H -2.000 -0.022 -0.908
H 0.963 -0.290 0.616
H 1.206 0.501 -0.985

Forces on the atoms, in the same order (eV/Å):
-2.0 0.3 0.7
1.1 -0.9 0.2
0.1 0.5 -0.4
-0.1 -0.1 0.1
-2.4 2.8 -2.8
0.3 0.0 -1.4
0.3 0.4 -0.1
0.7 0.3 1.0
2.5 -2.8 1.7
-0.5 -0.5 1.0

Calculated values
Energy relative to the best compared isomer or geometry (same formula, charge and spin) in eV: 3.834
Gap between HOMO and LUMO (alpha / beta) in eV: 6.7 / 8.0
HOMO (alpha / beta) in hartree: -0.1253 / -0.1680
Net charge: -1
E_LUMO (alpha / beta) in eV: 3.33 / 3.44



3.
Formula: C2H3N2O2S
Source: OMol25
Level of theory: wB97M-V/def2-TZVPD

CARTESIAN COORDINATES (ANGSTROEM)
S 0.481 2.805 0.271
O -6.071 -0.232 -1.083
O -6.688 0.529 0.882
N 2.926 1.672 -0.402
N -5.942 0.494 -0.086
C -3.038 3.067 -0.032
C 1.852 2.078 -0.215
H -2.282 2.807 0.698
H -4.150 3.251 0.137
H -2.448 3.238 -0.944

Forces on the atoms, in the same order (eV/Å):
-1.5 0.5 0.1
1.1 2.3 2.4
2.1 0.5 -1.7
0.3 -0.5 -0.5
-3.1 -2.8 -0.7
-0.2 0.3 -0.3
1.2 0.0 0.4
-0.7 -0.1 0.7
2.0 -0.3 -0.3
-1.1 0.1 -0.1

Calculated values
Energy relative to the best compared isomer or geometry (same formula, charge and spin) in eV: 5.111
Gap between HOMO and LUMO (alpha / beta) in eV: 5.0 / 2.8
HOMO (alpha / beta) in hartree: -0.1292 / -0.1293
Net charge: -1
E_LUMO (alpha / beta) in eV: 1.45 / -0.72



4.
Formula: C2H3N2O3
Source: OMol25
Level of theory: wB97M-V/def2-TZVPD

CARTESIAN COORDINATES (ANGSTROEM)
O 3.148 1.145 -0.479
O -1.445 1.409 0.415
O 2.432 -0.415 1.016
N 2.512 0.290 -0.046
N -0.189 1.030 0.259
C 1.452 -0.626 -0.100
C 0.058 -0.211 0.094
H -1.467 2.384 0.485
H 1.621 -1.559 -0.642
H -0.708 -0.984 0.083

Forces on the atoms, in the same order (eV/Å):
0.4 0.1 0.4
-0.3 -0.6 0.0
1.3 0.1 1.8
-0.3 0.4 -1.2
1.2 0.8 -0.1
-2.0 -0.7 -1.0
-1.0 0.0 0.1
0.4 -0.4 0.0
0.2 0.2 0.1
0.1 0.0 -0.1

Calculated values
Energy relative to the best compared isomer or geometry (same formula, charge and spin) in eV: 5.051
Structure (SMILES): O=[N+]1O[C@H]1/C=N/O
Gap between HOMO and LUMO in eV: 8.7
HOMO in hartree: -0.5765
Net charge: +1
E_LUMO in eV: -6.98